[1]
{
  "formula": "C6H12O",
  "method": "ωB97M-V/def2-TZVPD",
  "symbols": ["C", "C", "C", "C", "C", "C", "H", "H", "H", "H", "H", "H", "H", "H", "H", "H", "O", "H", "H"],
  "positions_angstrom": [[-0.4139, 2.2037, -1.6967], [-0.9448, 1.0131, -1.4418], [-0.9511, 0.4580, -0.0818], [0.0899, 0.2778, 0.7201], [0.0008, -0.1893, 2.1357], [0.7622, -1.4933, 2.3378], [-0.4860, 2.6633, -2.6732], [0.2393, 2.6848, -0.9864], [-1.4580, 0.4951, -2.2433], [-1.9116, 0.1228, 0.2931], [1.0889, 0.5233, 0.3693], [-1.0502, -0.2742, 2.4188], [0.4167, 0.5824, 2.7838], [1.8100, -1.3196, 2.0746], [0.7381, -1.9286, 3.3321], [0.4481, -2.2207, 1.5972], [0.8948, -1.5912, -1.9305], [1.0248, -1.6446, -0.9775], [1.1157, -0.6946, -2.2152]],
  "forces_ev_per_a": [[0.6, -0.3, -0.5], [0.0, 0.5, 0.1], [0.0, -0.7, 0.0], [0.1, 0.4, 0.0], [-0.3, -0.1, 0.3], [0.6, 0.1, -0.6], [0.0, -0.1, -0.1], [-0.3, 0.3, 0.4], [-0.3, -0.1, 0.2], [-0.2, 0.1, 0.0], [0.1, 0.1, -0.1], [0.0, -0.2, 0.0], [0.1, 0.1, 0.1], [0.1, 0.0, 0.2], [-0.2, 0.1, 0.1], [-0.4, -0.4, 0.1], [0.1, -0.2, -0.3], [0.0, 0.3, -0.1], [-0.1, -0.2, 0.4]],
  "e_above_lowest_kcal_mol": 36.2,
  "total_energy_ev": -8462.78277,
  "total_charge": 0,
  "e_homo_ev": -9.19,
  "molar_mass_g_mol": 100.161,
  "orbital_gap_ev": 10.138,
  "smiles": "C=C/C=C/CC.O"
}

=====

[2]
{
  "formula": "C15H15NO4S2",
  "method": "ωB97M-V/def2-TZVPD",
  "symbols": ["O", "C", "C", "C", "S", "C", "C", "C", "S", "C", "C", "C", "C", "C", "C", "N", "H", "H", "H", "H", "H", "H", "H", "H", "H", "C", "O", "C", "O", "O", "C", "H", "H", "H", "H", "H", "H"],
  "positions_angstrom": [[2.3077, -0.5859, 4.4810], [2.1357, -0.7885, 3.1300], [2.9643, -0.2257, 2.1855], [2.7372, -0.4388, 0.8522], [3.7766, 0.3210, -0.4128], [1.7084, -1.2431, 0.3947], [0.8813, -1.8045, 1.3405], [1.0895, -1.5762, 2.6863], [-0.0890, -2.3350, 3.7977], [-1.5873, -2.0947, 2.8412], [-2.7713, -1.7628, 3.4446], [-3.8873, -1.5617, 2.6502], [-3.7903, -1.6906, 1.2855], [-2.5842, -2.0345, 0.7116], [-1.4576, -2.2496, 1.4698], [-0.2137, -2.6112, 0.8674], [2.9705, -1.2020, 4.8156], [3.7856, 0.4180, 2.4905], [3.1188, 1.4873, -0.6164], [1.5475, -1.4314, -0.6602], [-2.8516, -1.6309, 4.5201], [-4.8130, -1.2759, 3.1434], [-4.6505, -1.5129, 0.6465], [-2.5135, -2.1155, -0.3720], [0.0038, -3.5918, 1.0404], [-0.6759, 4.8611, -4.5075], [-0.8965, 3.5834, -3.9094], [0.1790, 2.7944, -3.8932], [1.2660, 3.0736, -4.3265], [-0.1606, 1.6433, -3.3130], [0.9041, 0.6944, -3.2275], [-1.6171, 5.4025, -4.4593], [0.0805, 5.4183, -3.9569], [-0.3842, 4.7523, -5.5510], [1.7224, 1.0869, -2.6278], [1.2559, 0.4201, -4.2210], [0.5088, -0.1935, -2.7403]],
  "forces_ev_per_a": [[0.1, 0.1, 0.0], [-0.1, -0.4, 0.2], [0.7, 0.7, 0.6], [0.2, 0.4, -1.7], [0.2, 0.1, 0.2], [0.1, 0.1, 0.3], [-0.4, -0.3, -0.8], [-1.3, -0.5, 0.6], [0.0, 0.2, 0.2], [1.8, -0.2, 0.4], [-0.5, 0.2, 0.4], [-0.4, 0.1, 0.7], [-0.5, 0.1, -0.3], [0.1, 0.0, -1.2], [-0.4, -0.1, 0.1], [0.2, 0.0, 0.2], [0.0, 0.1, 0.0], [-0.1, -0.1, 0.0], [0.0, -0.3, 0.3], [0.0, 0.1, 0.2], [0.2, 0.0, -0.1], [0.0, -0.1, -0.3], [0.1, 0.0, 0.1], [0.1, -0.1, 0.2], [-0.2, 0.1, 0.0], [-0.1, 0.3, -0.1], [0.0, 0.0, 0.0], [-0.1, 0.0, 0.0], [0.0, 0.0, 0.0], [-0.1, 0.0, 0.0], [0.1, -0.3, 0.0], [-0.1, -0.2, 0.1], [0.1, -0.1, -0.1], [0.1, 0.0, 0.1], [0.0, 0.0, -0.1], [0.1, 0.1, 0.0], [-0.2, 0.1, 0.0]],
  "e_above_lowest_kcal_mol": 20.4,
  "total_energy_ev": -47148.73585,
  "total_charge": 0,
  "e_homo_ev": -8.44,
  "molar_mass_g_mol": 337.422,
  "orbital_gap_ev": 8.940,
  "smiles": "Oc1cc(S)cc2c1Sc1ccccc1N2.COC(=O)OC"
}

=====

[3]
{
  "formula": "C14H44N7O6",
  "method": "ωB97M-V/def2-TZVPD",
  "symbols": ["O", "H", "H", "H", "C", "O", "N", "N", "H", "H", "H", "H", "C", "O", "N", "N", "H", "H", "H", "H", "C", "C", "C", "O", "C", "N", "H", "H", "H", "H", "H", "H", "H", "H", "H", "H", "H", "C", "C", "C", "O", "C", "N", "H", "H", "H", "H", "H", "H", "H", "H", "H", "H", "H", "C", "C", "C", "O", "C", "N", "H", "H", "H", "H", "H", "H", "H", "H", "H", "H", "H"],
  "positions_angstrom": [[-11.3869, 6.9052, -8.1699], [-11.4823, 6.3902, -8.9744], [-10.5049, 7.2772, -8.0970], [-11.6000, 6.3142, -7.4440], [-13.0124, 5.5533, -12.6853], [-12.5246, 5.8720, -11.6158], [-12.8133, 6.2102, -13.7835], [-13.9483, 4.6658, -12.8942], [-13.4178, 6.1388, -14.5895], [-12.0871, 6.8908, -13.6117], [-14.2112, 4.2261, -12.0238], [-14.1785, 4.2710, -13.7949], [-8.9461, 6.4298, -4.1706], [-9.5751, 5.8667, -5.0595], [-8.7554, 5.9266, -3.0203], [-8.3822, 7.6342, -4.2173], [-9.1539, 5.0459, -2.7276], [-8.2439, 6.4603, -2.3320], [-8.4521, 8.2819, -4.9892], [-8.0254, 7.9603, -3.3305], [-13.3589, 12.9126, -11.6694], [-13.2759, 11.6421, -10.8838], [-14.1793, 11.5559, -9.7296], [-13.9491, 12.4924, -8.6759], [-15.0352, 12.3888, -7.7353], [-13.3461, 10.3716, -11.6640], [-12.5532, 12.9435, -12.4028], [-13.0101, 13.7568, -11.0745], [-14.3002, 12.9131, -12.2189], [-12.2387, 11.6594, -10.5494], [-14.2140, 10.5839, -9.2376], [-15.1869, 11.6131, -10.1415], [-15.3432, 11.3581, -7.5596], [-15.9287, 12.9571, -7.9937], [-14.7394, 12.8002, -6.7703], [-14.2082, 10.2893, -12.1836], [-13.4207, 9.5931, -11.0248], [-6.1322, 8.3182, -10.2204], [-7.3088, 8.3105, -9.2998], [-7.9295, 9.7497, -8.9685], [-8.9778, 9.5546, -8.0471], [-9.4581, 10.7218, -7.3916], [-8.2866, 7.3216, -9.8879], [-5.2737, 8.8635, -9.8284], [-6.4414, 8.8030, -11.1464], [-5.7682, 7.3554, -10.5790], [-6.9165, 7.9783, -8.3386], [-8.1151, 10.4607, -9.7736], [-7.0544, 10.1244, -8.4376], [-10.4458, 10.7041, -6.9311], [-9.4223, 11.6739, -7.9210], [-8.7667, 10.8156, -6.5541], [-8.5165, 7.5477, -10.8450], [-8.0316, 6.3445, -9.9102], [-15.3898, 6.4976, -5.7040], [-15.3530, 5.4211, -6.8120], [-15.6402, 6.0073, -8.2088], [-17.0203, 6.2957, -8.3053], [-17.1491, 7.1961, -9.4302], [-14.0051, 4.9567, -6.7137], [-15.1531, 6.0770, -4.7267], [-16.3749, 6.9611, -5.7573], [-14.7634, 7.3048, -6.0838], [-16.1368, 4.7176, -6.5309], [-15.3899, 5.2966, -8.9964], [-15.0309, 6.9038, -8.3231], [-18.1981, 7.2461, -9.7221], [-16.6017, 6.9170, -10.3304], [-16.7804, 8.2122, -9.2898], [-14.0567, 4.7486, -5.7268], [-14.0442, 4.0158, -7.0787]],
  "forces_ev_per_a": [[-0.9, 0.2, -0.1], [-0.1, -0.3, -1.3], [1.5, 0.6, -0.1], [-0.3, -0.6, 1.3], [-0.8, 0.7, 0.4], [0.7, -0.3, 1.4], [2.4, 2.6, -2.3], [-2.3, -3.2, 1.9], [0.5, 0.4, 0.2], [-0.3, 0.4, -1.2], [-0.4, -0.6, -0.6], [0.1, 0.0, 0.5], [-1.4, 0.5, -3.5], [-0.3, 0.2, -1.0], [0.7, -2.9, 5.6], [1.0, 2.5, -0.6], [0.1, 0.2, -0.3], [-0.2, -0.6, 0.1], [-0.1, -0.4, 0.2], [0.0, 0.6, -0.7], [0.6, -0.4, -1.0], [2.5, -1.1, -0.1], [-1.4, 0.1, 1.4], [-1.1, -0.2, 0.0], [0.4, 0.4, 0.3], [-0.3, 0.6, -0.2], [-0.1, -0.6, -0.5], [-1.3, 0.2, 0.4], [-0.2, 1.0, 0.2], [0.2, -0.2, 0.6], [0.6, -0.6, -0.2], [-0.6, 0.6, 0.0], [0.1, -0.2, -0.1], [0.0, 0.0, -0.6], [0.4, 0.0, -0.1], [-0.3, 0.4, -0.4], [0.3, -0.1, 0.3], [0.8, 1.3, -1.1], [-1.1, -0.8, -0.7], [1.7, -1.8, 0.6], [-1.6, -0.2, -0.9], [1.3, 0.6, 1.2], [-1.1, 0.8, 1.1], [0.0, 0.1, 0.0], [0.1, 0.3, -0.2], [-0.3, -0.3, 0.7], [-0.7, -0.4, 0.2], [-0.5, -0.4, -0.3], [0.1, 0.8, 0.2], [-0.2, -1.0, -0.5], [0.2, -0.3, -0.7], [0.0, 0.6, 0.4], [0.1, 0.4, -0.1], [0.7, 0.1, 0.4], [-1.4, 0.6, -1.9], [-1.2, 2.3, 0.1], [-0.3, -0.8, 1.4], [0.7, 1.5, -1.5], [-0.9, -0.2, -0.2], [0.4, -1.7, 0.1], [0.0, 0.4, -0.1], [-0.2, -0.2, 0.7], [0.7, 0.0, 0.7], [0.1, -0.6, -0.4], [0.3, -0.2, -0.1], [0.1, 0.2, -0.1], [0.0, 0.0, 0.3], [0.2, -0.9, 0.0], [0.0, 0.1, 0.9], [1.4, -0.1, 0.5], [0.7, -0.4, -0.6]],
  "e_above_lowest_kcal_mol": 93.5,
  "total_energy_ev": -37938.14216,
  "total_charge": 1,
  "e_homo_ev": -11.50,
  "molar_mass_g_mol": 406.549,
  "orbital_gap_ev": 9.071
}